A structure of composition C69H70As2CsN7O11S3Se2 at a distorted geometry. Source: the OMol25 dataset; level of theory: ωB97M-V/def2-TZVPD.

```
165
Properties=species:S:1:pos:R:3:forces:R:3
Cs -0.116 -0.292 0.201 -0.102 0.952 0.925
C -0.786 5.097 -0.199 -0.262 -0.090 -0.111
C -1.020 3.640 0.115 0.889 -0.027 -3.214
N -0.265 2.689 -0.317 -0.521 0.311 0.213
N 0.826 3.069 -1.024 0.452 0.434 -0.216
C 1.590 2.075 -1.475 -0.273 0.235 0.210
O 1.385 0.842 -1.411 1.377 0.903 -1.301
C 2.854 2.575 -2.130 0.119 -0.039 -0.056
C 3.233 3.916 -2.094 0.017 -0.034 0.015
C 4.435 4.323 -2.651 0.018 0.028 -0.013
C 5.277 3.398 -3.256 0.002 -0.002 -0.024
C 4.897 2.065 -3.313 0.051 0.000 -0.048
C 3.694 1.659 -2.756 -0.072 -0.048 0.054
C -2.132 3.298 1.006 -6.646 -2.091 -7.208
C -3.048 4.282 1.413 -2.186 0.786 -0.768
C -3.983 3.987 2.386 0.401 -0.012 -0.331
C -4.007 2.712 2.933 -0.124 0.056 0.330
C -3.112 1.782 2.424 0.159 0.157 -0.972
N -2.210 2.053 1.496 -4.044 -3.551 -2.189
H 0.158 5.178 -0.730 0.026 0.006 0.034
H -1.587 5.473 -0.841 -0.038 -0.010 0.009
H -0.745 5.690 0.718 -0.246 0.059 -0.663
H 2.573 4.622 -1.612 -0.015 0.002 0.025
H 4.724 5.367 -2.605 -0.006 0.003 0.000
H 6.223 3.717 -3.679 -0.007 -0.005 -0.010
H 5.546 1.337 -3.785 -0.003 -0.005 -0.004
H 3.387 0.621 -2.781 0.015 0.000 0.037
H -3.030 5.265 0.966 0.059 -0.052 -0.072
H -4.686 4.741 2.720 0.024 0.026 -0.068
H -4.711 2.441 3.711 -0.045 -0.008 -0.178
H -3.114 0.757 2.791 -0.032 0.051 -0.184
O 1.311 -4.830 -1.120 -0.005 0.160 0.149
C 2.132 -4.926 -2.272 0.176 -0.014 -0.233
C 2.801 -3.574 -2.549 0.010 -0.106 0.190
C 3.710 -3.715 -3.772 -0.279 0.192 -0.103
O 4.746 -4.646 -3.524 0.097 -0.152 0.088
C 3.580 -3.049 -1.315 0.074 -0.134 0.257
Se 4.238 -4.362 0.011 -0.074 -0.144 0.253
C 1.707 -2.556 -2.907 -0.019 0.123 -0.192
Se 0.037 -2.879 -1.945 -0.283 -0.032 -0.605
H 1.957 -4.701 -0.375 0.016 -0.134 -0.055
H 1.474 -5.178 -3.112 0.015 -0.048 0.033
H 2.883 -5.704 -2.142 0.032 0.042 0.031
H 4.107 -2.722 -4.018 0.053 -0.037 0.008
H 3.107 -4.054 -4.630 -0.007 0.053 0.041
H 5.502 -4.446 -4.079 -0.004 0.098 -0.024
H 2.933 -2.383 -0.744 -0.001 0.100 -0.165
H 4.448 -2.472 -1.639 -0.111 0.081 -0.128
H 1.462 -2.582 -3.973 -0.110 -0.061 0.044
H 2.002 -1.540 -2.644 0.041 0.015 -0.045
N 1.360 0.890 4.241 0.526 -0.727 0.324
S 0.537 -0.070 5.128 -0.146 0.560 -0.030
N -0.531 -1.128 4.293 -0.331 -0.576 0.238
S -0.435 -2.652 4.593 0.703 0.826 -0.539
N -0.815 -3.605 3.465 -0.358 -0.467 0.239
S -1.806 -3.250 2.149 -0.012 0.161 0.071
N -1.374 -2.232 1.224 -1.299 -1.692 0.588
C -3.401 -2.922 2.965 0.176 -0.047 0.112
C -3.849 -3.624 4.073 -0.064 -0.098 0.101
C -4.991 -3.205 4.740 0.023 -0.005 -0.034
C -5.683 -2.092 4.285 0.012 0.013 -0.004
C -5.248 -1.414 3.155 -0.121 0.025 0.153
C -4.104 -1.826 2.489 0.229 0.010 -0.241
C -1.935 -4.945 1.540 0.024 0.008 0.405
C -2.081 -6.042 2.377 0.023 -0.067 0.016
C -2.165 -7.308 1.821 -0.015 0.011 0.050
C -2.071 -7.471 0.444 -0.030 0.060 -0.061
C -1.892 -6.369 -0.379 -0.030 -0.213 0.018
C -1.836 -5.099 0.171 -0.041 0.330 0.014
C 1.233 -3.148 5.031 -0.178 -0.049 0.182
C 1.681 -3.030 6.342 -0.114 0.052 -0.053
C 2.995 -3.351 6.631 0.040 -0.003 -0.006
C 3.845 -3.776 5.616 -0.089 -0.026 0.018
C 3.385 -3.892 4.312 0.134 -0.028 0.014
C 2.068 -3.577 4.014 -0.209 0.091 -0.231
C -1.326 -3.095 6.079 -0.196 -0.275 0.250
C -1.210 -4.409 6.532 0.046 0.168 -0.261
C -1.875 -4.791 7.680 -0.063 -0.124 0.153
C -2.653 -3.873 8.381 0.048 0.165 -0.224
C -2.782 -2.574 7.905 -0.163 -0.219 0.268
C -2.123 -2.185 6.752 0.262 0.162 -0.399
C -0.739 0.974 5.885 0.032 -0.214 -0.040
C -2.005 1.142 5.347 0.063 -0.109 0.080
C -2.876 2.047 5.934 -0.067 -0.024 0.099
C -2.482 2.773 7.049 -0.005 0.029 -0.005
C -1.215 2.593 7.588 0.037 0.016 0.003
C -0.339 1.692 7.002 0.080 -0.021 -0.040
C 0.937 2.065 3.627 -0.402 0.608 -0.200
C 1.750 3.193 3.789 0.110 -0.121 0.031
C 1.371 4.418 3.271 -0.090 -0.058 0.032
C 0.170 4.546 2.583 0.129 0.002 0.476
C -0.618 3.424 2.376 4.873 1.254 4.057
C -0.238 2.192 2.882 0.527 -0.159 0.436
H -3.310 -4.486 4.430 0.088 -0.058 0.081
H -5.325 -3.738 5.622 -0.019 -0.029 0.000
H -6.566 -1.752 4.812 -0.011 -0.009 -0.017
H -5.804 -0.559 2.794 0.047 -0.056 0.000
H -3.731 -1.313 1.607 -0.057 0.030 -0.029
H -2.097 -5.909 3.449 0.004 -0.048 0.020
H -2.292 -8.173 2.461 0.021 0.013 0.018
H -2.135 -8.463 0.016 0.045 -0.002 -0.010
H -1.786 -6.499 -1.447 -0.007 0.070 -0.018
H -1.699 -4.219 -0.442 -0.032 -0.010 -0.064
H 1.006 -2.694 7.118 0.052 0.012 0.063
H 3.359 -3.266 7.647 -0.004 0.016 0.007
H 4.873 -4.026 5.847 0.012 0.008 -0.021
H 4.042 -4.222 3.519 -0.034 0.033 -0.119
H 1.681 -3.668 3.005 0.146 -0.019 -0.032
H -0.597 -5.106 5.972 -0.014 -0.057 0.058
H -1.790 -5.810 8.035 0.026 0.002 -0.001
H -3.163 -4.173 9.286 -0.017 -0.010 0.003
H -3.408 -1.865 8.431 0.025 0.033 -0.016
H -2.226 -1.184 6.360 -0.008 0.108 0.023
H -2.295 0.566 4.478 0.068 0.001 0.229
H -3.860 2.192 5.507 0.137 0.006 0.124
H -3.158 3.498 7.485 -0.015 -0.028 0.039
H -0.903 3.162 8.454 -0.012 0.007 0.009
H 0.662 1.549 7.392 -0.003 0.051 0.033
H 2.680 3.078 4.332 0.010 0.008 0.013
H 2.010 5.281 3.416 0.006 0.016 -0.006
H -0.138 5.512 2.201 0.186 -0.154 0.430
H -1.536 3.501 1.804 6.325 3.047 9.228
H -0.834 1.312 2.677 0.407 0.095 0.265
C -2.006 -3.232 -4.614 -0.052 0.060 -0.025
O -2.672 -2.726 -3.469 0.406 0.079 0.063
C -2.147 -1.537 -2.990 -0.661 -0.326 0.334
O -0.803 -1.468 -2.951 0.620 -0.199 0.228
C -2.999 -0.582 -2.585 0.189 -0.093 -0.167
C -4.449 -0.699 -2.803 -0.229 -0.077 0.038
As -4.806 -0.300 -4.642 0.050 -0.043 0.570
C -6.773 -0.239 -4.815 -0.008 0.199 -0.081
C -4.513 1.646 -4.261 0.001 0.017 -0.045
C -3.637 2.136 -3.375 -0.056 -0.063 0.009
As -2.417 1.210 -2.058 -0.488 -0.243 -0.930
C -0.970 1.446 -3.386 0.304 0.108 0.001
C -3.440 3.599 -3.202 -0.069 0.416 0.306
O -3.575 4.142 -2.132 -0.013 -0.011 -0.129
O -3.055 4.386 -4.244 -0.060 -0.045 -0.017
C -2.525 3.842 -5.452 0.149 -0.072 -0.079
C -5.365 2.503 -5.090 -0.027 0.219 -0.300
O -5.563 2.350 -6.280 -0.031 0.064 0.084
O -5.967 3.484 -4.381 -0.015 -0.020 0.159
C -6.846 4.341 -5.093 0.011 0.012 -0.154
C -5.379 -0.324 -1.829 -0.170 -0.488 -0.346
O -6.616 -0.268 -1.923 0.054 0.214 0.129
O -4.814 -0.023 -0.579 0.031 -0.034 0.142
C -5.770 0.426 0.360 -0.033 -0.035 -0.267
H -2.734 -3.838 -5.155 0.007 -0.005 0.012
H -1.147 -3.851 -4.334 -0.001 0.027 -0.023
H -1.666 -2.418 -5.259 -0.027 -0.030 -0.033
H -7.152 -1.258 -4.747 0.070 -0.018 0.063
H -7.040 0.179 -5.787 0.112 -0.040 -0.044
H -7.209 0.345 -4.010 -0.018 -0.065 0.042
H -1.301 1.099 -4.365 -0.071 -0.004 0.036
H -0.100 0.875 -3.079 0.003 -0.009 0.015
H -0.683 2.500 -3.427 -0.040 0.000 0.036
H -2.386 4.697 -6.111 -0.010 -0.011 0.011
H -3.184 3.123 -5.931 -0.020 0.019 0.017
H -1.558 3.371 -5.270 -0.038 0.014 0.013
H -6.866 5.284 -4.551 -0.002 -0.026 0.026
H -7.848 3.909 -5.126 0.024 -0.011 -0.005
H -6.493 4.491 -6.113 -0.022 0.036 0.031
H -5.215 0.709 1.251 0.066 0.066 0.009
H -6.495 -0.364 0.582 -0.004 0.066 0.053
H -6.320 1.287 -0.024 0.009 0.008 0.081
```
Forces are in eV/Å.

M	1710.23	g/mol
gap between HOMO and LUMO	4.1	eV
E_HOMO	-1.26	eV
relative energy (zero: lowest compared OMol25 entry of this formula, charge and spin)	567.72	kJ/mol
total charge	-2
LUMO energy	2.84	eV



A structure of composition C44H28ClN4O4Pd at a distorted geometry. Source: the OMol25 dataset; level of theory: ωB97M-V/def2-TZVPD.

```
82
Properties=species:S:1:pos:R:3:forces:R:3
Pd -0.528 0.047 -0.123 0.071 -0.025 -0.103
C 0.388 6.906 3.404 0.004 0.002 0.002
C 1.259 5.828 3.483 0.001 -0.005 0.005
C 0.951 4.638 2.846 0.023 0.005 -0.018
C -0.226 4.526 2.102 -0.099 0.003 -0.011
C -1.092 5.619 2.019 -0.007 0.004 0.014
C -0.790 6.799 2.677 -0.013 -0.009 -0.003
C -0.551 3.272 1.392 0.029 0.004 0.094
C -0.921 3.430 0.049 0.144 0.125 -0.232
C -0.637 4.487 -0.860 0.185 -0.101 0.152
C -1.003 4.100 -2.131 0.063 -0.102 -0.089
C -1.546 2.812 -1.993 -0.630 0.426 -0.044
N -1.508 2.440 -0.722 -0.022 -0.093 0.238
C -2.203 -0.009 -2.632 -0.232 -0.251 0.100
C -0.378 1.563 -3.821 -0.672 0.696 -1.800
C 0.870 1.104 -4.060 0.915 -0.942 0.757
C 1.573 0.091 -3.378 -0.063 0.438 -0.370
C 1.058 -1.023 -2.748 -0.103 -0.809 0.590
C 1.860 -1.981 -2.014 -0.222 0.615 -0.805
C 2.965 -2.659 -2.679 0.051 0.133 0.033
C 2.912 -2.832 -4.070 -0.060 -0.015 0.053
C 3.968 -3.419 -4.747 0.038 0.000 -0.003
C 5.100 -3.818 -4.054 -0.008 0.009 -0.033
C 5.175 -3.636 -2.676 -0.025 -0.005 0.027
C 4.117 -3.075 -1.990 0.014 0.055 -0.020
C 1.518 -2.256 -0.643 -0.640 0.039 0.419
N 0.832 -1.428 0.167 0.381 -0.262 -0.172
C 0.814 -2.017 1.433 -0.008 0.086 0.190
C 0.401 -1.406 2.594 0.055 -0.215 -0.082
C 0.464 -2.167 3.870 -0.004 0.053 -0.022
C 1.680 -2.613 4.382 0.019 0.015 0.004
C 1.718 -3.300 5.587 0.003 -0.006 -0.008
C 0.543 -3.555 6.279 0.002 -0.003 0.005
C -0.671 -3.111 5.773 -0.007 0.016 -0.013
C -0.711 -2.407 4.580 0.000 -0.024 -0.005
C -0.014 -0.026 2.709 0.092 0.124 -0.108
C -0.153 0.710 3.912 0.019 0.054 0.043
C -0.381 2.013 3.548 0.106 -0.122 0.063
C -0.404 2.067 2.127 -0.036 0.076 -0.096
N -0.175 0.792 1.653 -0.138 -0.153 0.074
C 1.436 -3.318 1.338 -0.069 0.005 0.077
C 1.891 -3.452 0.075 -0.006 0.068 0.017
N -0.197 -1.534 -2.760 0.542 -0.435 0.278
C -3.430 -0.816 -2.694 0.037 0.064 0.188
C -4.685 -0.303 -2.372 -0.039 0.039 0.014
C -5.788 -1.138 -2.388 -0.018 0.018 0.018
C -5.653 -2.477 -2.724 -0.001 -0.007 0.002
C -4.402 -2.991 -3.033 -0.008 0.030 -0.020
C -3.289 -2.168 -3.017 0.047 0.023 0.042
H 0.627 7.831 3.912 0.000 0.001 -0.002
H 2.181 5.915 4.042 0.001 -0.001 -0.003
H 1.633 3.799 2.897 0.002 0.005 -0.006
H -2.018 5.525 1.466 0.008 0.009 -0.012
H -1.476 7.634 2.626 0.001 0.000 0.001
H -0.129 5.399 -0.593 -0.031 0.020 -0.004
H -0.857 4.618 -3.061 -0.077 0.056 -0.001
H 1.385 1.621 -4.866 -0.003 0.311 0.248
H 2.655 0.160 -3.380 0.055 -0.129 -0.214
H 2.015 -2.549 -4.605 -0.003 0.006 0.008
H 3.904 -3.568 -5.817 0.002 0.006 0.001
H 5.929 -4.268 -4.584 -0.005 -0.008 -0.001
H 6.069 -3.928 -2.141 -0.003 0.000 0.004
H 4.200 -2.902 -0.926 0.012 -0.010 -0.005
H 2.597 -2.402 3.846 -0.006 -0.001 0.007
H 2.666 -3.635 5.985 0.000 -0.001 -0.002
H 0.574 -4.095 7.216 -0.001 0.000 -0.001
H -1.589 -3.309 6.310 0.001 0.000 -0.001
H -1.657 -2.057 4.185 0.000 0.004 0.009
H -0.059 0.313 4.908 -0.018 -0.008 0.002
H -0.527 2.855 4.204 -0.023 -0.003 -0.003
H 1.510 -4.033 2.140 -0.009 0.016 0.017
H 2.395 -4.303 -0.352 0.005 0.022 -0.022
H -4.800 0.738 -2.107 0.001 -0.017 -0.021
H -6.761 -0.736 -2.137 -0.001 -0.004 0.003
H -6.522 -3.120 -2.743 -0.001 -0.001 0.000
H -4.290 -4.036 -3.292 0.004 0.002 -0.003
H -2.310 -2.563 -3.250 0.032 -0.012 0.003
O -1.009 2.468 -4.506 0.875 0.793 -0.604
Cl -2.024 1.512 -3.197 -0.708 -1.364 2.053
O -3.370 1.941 -3.569 0.344 0.219 -0.289
O -2.026 1.323 -0.210 -0.130 -0.138 -0.142
O -1.070 -0.454 -2.076 -0.032 0.586 -0.462
```
Forces are in eV/Å.

M	818.60	g/mol
gap between HOMO and LUMO (spin up / spin down)	4.8 / 4.8	eV
E_HOMO (spin up / spin down)	-10.00 / -10.01	eV
relative energy (zero: lowest compared OMol25 entry of this formula, charge and spin)	1093.96	kJ/mol
total charge	+1
LUMO energy (spin up / spin down)	-5.19 / -5.20	eV



The molecule C3H4O2 at a distorted geometry. Source: the OMol25 dataset; level of theory: ωB97M-V/def2-TZVPD.

```
9
Properties=species:S:1:pos:R:3:forces:R:3
C 0.594 -1.050 -0.337 1.753 -1.985 -0.600
C 0.828 0.263 -0.123 -1.337 -2.426 0.327
C -0.465 1.011 0.004 -0.884 1.826 1.824
O 0.324 0.791 1.102 -1.385 0.763 0.357
O -1.745 0.790 0.000 -1.104 0.102 -1.107
H 1.178 -1.496 -1.146 -0.330 -0.171 0.297
H 0.106 -1.700 0.371 -0.471 0.242 -0.138
H 1.475 0.824 -0.626 3.088 1.882 -1.812
H -2.295 0.567 0.756 0.670 -0.233 0.852
```
Forces are in eV/Å.

M	72.06	g/mol
gap between HOMO and LUMO (spin up / spin down)	7.9 / 8.0	eV
E_HOMO (spin up / spin down)	-7.68 / -7.78	eV
relative energy (zero: lowest compared OMol25 entry of this formula, charge and spin)	503.37	kJ/mol
total charge	0
LUMO energy (spin up / spin down)	0.19 / 0.26	eV